Entry 1:
Here is a cluster of 2 separate species, CH4B2O7 in total in a non-equilibrium geometry from OMol25. Energies are from ωB97M-V with the def2-TZVPD basis set.

Values from the calculation:
Spin multiplicity: 1
Structure (SMILES): OB(O)OB(O)O.O=C=O
Kohn-Sham gap: 12.1 eV
HOMO: -11.913 eV
Net charge: 0
Molecular weight: 149.66 g/mol
Energy relative to the best compared isomer or geometry (same formula, charge and spin): 7.12 kcal/mol
Maximum force: 3.8 eV/Å

Element x y z (Å)
O: 1.07 -1.02 -1.65
B: 0.52 -0.99 -0.41
O: 1.00 -2.01 0.34
O: -0.25 -0.02 0.05
B: -0.55 1.18 -0.58
O: 0.23 1.70 -1.59
O: -1.44 2.11 -0.05
H: 1.58 -1.85 -1.86
H: 0.38 -2.32 1.01
H: 0.75 0.99 -1.84
H: -1.60 2.73 -0.75
O: -1.27 -1.07 2.30
C: -0.56 -0.16 2.39
O: 0.13 0.72 2.63

***

Entry 2:
Here is a cluster of 2 separate species, CBrO3 in total in a non-equilibrium geometry from OMol25. Energies are from ωB97M-V with the def2-TZVPD basis set.

Values from the calculation:
Spin multiplicity: 1
Kohn-Sham gap: 6.3 eV
HOMO: -2.652 eV
Net charge: -1
Molecular weight: 139.91 g/mol
Energy relative to the best compared isomer or geometry (same formula, charge and spin): 18.69 kcal/mol
Maximum force: 5.7 eV/Å

Element x y z (Å)
C: -0.74 1.05 0.45
O: 0.12 1.18 1.15
O: -1.69 0.78 -0.11
O: 0.28 -1.41 -0.73
Br: 2.03 -1.61 -0.76

***

Entry 3:
Here is a cluster of 2 separate species, C4H11NP2 in total in a non-equilibrium geometry from OMol25. Energies are from ωB97M-V with the def2-TZVPD basis set.

Values from the calculation:
Spin multiplicity: 1
Kohn-Sham gap (spin up / spin down): 8.4 / 6.1 eV
HOMO (spin up / spin down): -8.727 / -7.707 eV
Net charge: 0
Molecular weight: 135.09 g/mol
Energy relative to the best compared isomer or geometry (same formula, charge and spin): 118.18 kcal/mol
Maximum force: 5.1 eV/Å

Element x y z (Å)
C: 3.17 0.80 -0.79
C: -2.88 0.78 1.29
C: 3.20 -0.73 -0.41
C: -3.02 0.19 -0.06
N: 0.32 -0.64 -0.51
P: 1.49 -1.57 -0.66
P: -2.81 -1.63 0.02
H: 4.17 1.11 -0.42
H: 2.94 0.65 -1.82
H: 2.36 1.18 -0.13
H: -3.17 -0.14 1.86
H: -1.84 1.14 1.53
H: -3.69 1.63 1.61
H: 3.31 -0.77 0.56
H: 4.01 -1.27 -0.84
H: -2.20 0.42 -0.86
H: -4.02 0.43 -0.53
H: -1.33 -1.57 0.18